Here is a molecular structure, C51H40Cl4N5O2P2Re from the Open Molecules 2025 dataset. Energies are from the ωB97M-V functional and the def2-TZVPD basis.

The geometry in ORCA input format:
```
! wB97M-V def2-TZVPD RIJCOSX def2/J DEFGRID3
* xyz 1 4
Re -0.0423 -0.0113 0.1496
C 3.9251 -2.3142 5.7695
C 3.3643 -1.8375 4.4715
C 4.0657 -2.0002 3.2790
C 3.5332 -1.5867 2.0851
C 2.2571 -0.9891 1.9875
N 1.7568 -0.6643 0.7602
C 2.6395 -0.6132 -0.3213
C 3.7024 0.2932 -0.3648
C 4.5601 0.3061 -1.4433
C 4.4003 -0.5951 -2.4959
C 5.3246 -0.5631 -3.6703
C 3.3438 -1.4990 -2.4564
C 2.4539 -1.5082 -1.3919
N 1.3698 -2.4104 -1.3430
C 1.3234 -3.6443 -1.8796
C 0.0788 -4.1705 -1.6121
C -0.5881 -3.1768 -0.8989
N 0.1986 -2.1185 -0.7370
C 1.5408 -0.8423 3.2025
C 2.1072 -1.2571 4.4042
N 0.2394 -0.3124 3.2481
C -0.3615 0.2339 4.3248
C -1.6775 0.4732 3.9972
C -1.8030 0.0389 2.6818
N -0.6366 -0.4299 2.2427
H 4.9893 -2.5083 5.6798
H 3.4304 -3.2371 6.0699
H 3.7689 -1.5867 6.5615
H 5.0321 -2.4804 3.2942
H 4.0997 -1.7412 1.1804
H 3.8231 0.9774 0.4618
H 5.3653 1.0242 -1.4689
H 6.3345 -0.2931 -3.3689
H 4.9761 0.1853 -4.3834
H 5.3465 -1.5248 -4.1759
H 3.2130 -2.1911 -3.2731
H 2.1586 -4.0739 -2.3964
H -0.2995 -5.1335 -1.8849
H -1.5861 -3.1908 -0.5107
H 1.5369 -1.1601 5.3155
H 0.1672 0.4405 5.2314
H -2.4380 0.9036 4.6144
H -2.6767 0.0410 2.0574
Cl -3.7342 5.8428 1.0699
C -2.4861 4.6735 1.0773
C -1.2499 4.9743 1.6704
Cl -1.0319 6.5028 2.4104
C -0.2144 4.0485 1.6544
Cl 1.3157 4.4188 2.3410
C -0.4034 2.7852 1.0721
O 0.4838 1.8633 1.0076
C -1.6867 2.4711 0.4942
O -1.8106 1.2862 -0.0104
C -2.6984 3.4331 0.4884
Cl -4.1917 3.0491 -0.2733
C -0.4777 -0.6483 -3.5603
P -0.9415 0.4128 -2.1070
C -0.6255 2.1258 -2.6004
C -1.5904 3.0801 -2.8988
C -1.1934 4.3546 -3.2693
C 0.1520 4.6808 -3.3128
C 1.1129 3.7437 -2.9635
C 0.7269 2.4669 -2.6057
C -2.7324 0.0317 -2.1455
C -3.3006 -0.6638 -1.0820
C -4.6592 -0.9036 -1.0467
C -5.4669 -0.4669 -2.0852
C -4.9038 0.1891 -3.1670
C -3.5384 0.4245 -3.2102
P 1.0088 -0.3185 -4.6608
C 0.0482 0.1430 -6.1608
C 0.2221 -0.4960 -7.3828
C -0.5463 -0.1304 -8.4736
C -1.4770 0.8879 -8.3627
C -1.6203 1.5619 -7.1610
C -0.8583 1.1953 -6.0685
C 1.3666 -2.0687 -5.1386
C 0.4783 -3.1327 -5.0231
C 0.8721 -4.4166 -5.3587
C 2.1479 -4.6532 -5.8391
C 3.0273 -3.5955 -6.0014
C 2.6394 -2.3149 -5.6524
H -1.3606 -0.6872 -4.2073
H -0.3297 -1.6360 -3.1225
H -2.6389 2.8270 -2.8379
H -1.9395 5.0897 -3.5280
H 0.4523 5.6718 -3.6147
H 2.1592 4.0091 -2.9673
H 1.4600 1.7223 -2.3164
H -2.6661 -0.9906 -0.2666
H -5.0898 -1.4290 -0.2083
H -6.5322 -0.6369 -2.0480
H -5.5309 0.5288 -3.9792
H -3.1173 0.9239 -4.0752
H 0.9505 -1.2868 -7.4827
H -0.4088 -0.6416 -9.4144
H -2.0830 1.1604 -9.2121
H -2.3198 2.3810 -7.0791
H -0.9631 1.7279 -5.1332
H -0.5367 -2.9844 -4.6878
H 0.1750 -5.2341 -5.2425
H 2.4458 -5.6546 -6.1039
H 4.0173 -3.7719 -6.3925
H 3.3206 -1.4858 -5.7865
*
```

The LUMO energy (alpha / beta) comes out at -0.09026 / -0.14370 hartree. Its expectation value of S² is 3.777. The value obtained for the total energy is -135874.524 eV. The HOMO energy (alpha / beta) comes out at -9.63 / -9.62 eV.

Löwdin population analysis, charges in e, atoms 1 to 6: Re 1.57; C -0.04; C -0.27; C -0.03; C 0.00; C -0.19

---

Here is C5H6S in the gas phase from the Open Molecules 2025 dataset. Energies are from the ωB97M-V functional and the def2-TZVPD basis.

The geometry in ORCA input format:
```
! wB97M-V def2-TZVPD RIJCOSX def2/J DEFGRID3
* xyz 0 1
C -0.2164 -0.1624 0.2102
C -0.3554 1.2360 -0.3951
C -1.0994 2.1497 0.2628
C 1.0639 -0.2378 0.9621
C 1.9966 -0.3424 1.7294
H -0.2955 -0.4342 -2.0876
H -1.1386 -0.0859 0.9870
H -0.1846 1.4240 -1.4199
H -1.4404 3.1676 -0.0825
H -1.4234 2.1342 1.3767
H 2.8005 -0.7679 2.4071
S -0.4158 -1.3310 -1.1123
*
```

Its structure (SMILES) is C#C[C@H](S)C=C. The LUMO energy comes out at 0.03258 hartree. The value obtained for the total energy is -16113.531 eV. The HOMO energy comes out at -9.48 eV. The relative energy (zero: lowest compared OMol25 entry of this formula, charge and spin) is 290.2 kJ/mol.

Löwdin population analysis, charges in e, atoms 1 to 6: C -0.74; C -0.25; C -0.01; C -0.18; C 0.09; H -0.14

---

Here is a molecular structure, C9H15Cl2F2N3O12Pd from the Open Molecules 2025 dataset. Energies are from the ωB97M-V functional and the def2-TZVPD basis.

The geometry in ORCA input format:
```
! wB97M-V def2-TZVPD RIJCOSX def2/J DEFGRID3
* xyz 0 3
Pd -0.7346 0.0645 0.2010
Cl -1.8783 2.0764 0.9748
Cl 0.1693 -2.1425 -0.5708
C -3.7527 -2.6998 1.9167
N -3.6932 -1.3457 1.3114
O -4.6308 -0.6080 1.4844
O -2.7060 -1.0891 0.6401
H -4.4247 -3.2857 1.2911
H -4.2234 -2.5985 2.8888
H -2.7508 -3.1083 1.9259
C 0.2164 -1.7796 4.8638
N -0.5068 -2.1145 3.6103
O -0.7267 -1.1870 2.8625
O -0.8331 -3.2721 3.4272
H 0.4422 -2.7033 5.3886
H -0.4354 -1.1563 5.4640
H 1.1464 -1.2915 4.5881
C -2.6072 0.3239 -4.0972
N -2.8599 0.5847 -2.6593
O -2.1711 -0.0233 -1.8627
O -3.7306 1.3759 -2.3899
H -1.7783 -0.3626 -4.2055
H -2.4401 1.2920 -4.5623
H -3.5172 -0.0843 -4.5313
C 1.0567 2.2374 -4.4757
C 1.2644 3.5839 -3.7903
O 1.1777 3.2883 -2.4324
C 0.7021 2.0282 -2.2571
O 0.4962 1.5353 -1.2048
O 0.5158 1.4164 -3.4433
F 0.2716 4.4583 -4.1363
H 1.9957 1.7885 -4.8049
H 0.4171 2.3371 -5.3495
H 2.2109 4.0715 -4.0165
C 4.5376 -0.4510 1.1610
C 4.3219 -0.1415 2.6361
O 2.9297 -0.0960 2.7527
C 2.3878 0.0715 1.5090
O 1.2328 0.2098 1.3169
O 3.3292 0.0261 0.5607
F 4.8079 1.1105 2.9371
H 4.5893 -1.5233 0.9633
H 5.4292 0.0385 0.7823
H 4.7531 -0.8547 3.3320
*
```

The LUMO energy (alpha / beta) comes out at 0.01201 / -0.03755 hartree. Its expectation value of S² is 2.004. The value obtained for the total energy is -72567.646 eV. The HOMO energy (alpha / beta) comes out at -8.26 / -8.18 eV. The relative energy (zero: lowest compared OMol25 entry of this formula, charge and spin) is 0.0 kJ/mol.

Löwdin population analysis, charges in e, atoms 1 to 6: Pd 0.71; Cl -0.24; Cl -0.28; C 0.06; N -0.41; O 0.10